[1]
Molecular formula: C5H9CdO2
Method: DFT, the ωB97M-V functional and the def2-TZVPD basis

Results
E_LUMO: -4.85 eV
HOMO-LUMO gap: 0.2875 Eh
HOMO level: -0.4656 Eh
ΔE to the lowest compared entry with this formula, charge and spin: 271.3 kJ/mol
F_max: 0.0702 Eh/bohr
calculated total energy: -13976.63120 eV

ORCA input file:
```
! wB97M-V def2-TZVPD RIJCOSX def2/J DEFGRID3
* xyz 1 1
C -2.558 1.029 0.083
O -1.316 0.400 -0.244
C -1.323 -1.001 -0.150
C -0.076 -1.634 -0.282
O 0.871 -0.786 -0.656
C 2.211 -0.606 0.026
C 2.413 0.884 0.116
Cd 0.489 1.247 -0.743
H -2.356 2.101 0.177
H -3.286 0.857 -0.719
H -2.931 0.631 1.035
H -2.197 -1.481 -0.602
H 2.911 -1.133 -0.634
H 2.122 -1.133 0.983
H 3.286 1.219 -0.458
H 2.514 1.221 1.156
H -0.775 -1.815 0.914
*
```

---

[2]
Molecular formula: C7H13IN2O
Method: DFT, the ωB97M-V functional and the def2-TZVPD basis

Results
E_LUMO: 0.29 eV
HOMO-LUMO gap: 0.2960 Eh
HOMO level: -0.2853 Eh
ΔE to the lowest compared entry with this formula, charge and spin: 0.0 kJ/mol
F_max: 0.0743 Eh/bohr
calculated total energy: -20594.08164 eV

ORCA input file:
```
! wB97M-V def2-TZVPD RIJCOSX def2/J DEFGRID3
* xyz 0 1
C 1.464 -0.929 -0.187
C 1.274 0.283 0.682
C -0.522 -0.251 -1.668
C 0.135 -1.441 -0.950
C 0.412 1.349 -0.015
C -0.968 -1.803 0.086
C 0.059 2.439 1.000
N -0.783 0.712 -0.526
N -1.515 0.130 0.444
O -0.818 -2.293 1.349
I -3.624 0.144 0.034
H 2.231 -0.784 -0.956
H 1.802 -1.837 0.201
H 0.675 0.195 1.601
H 2.395 0.540 0.872
H 0.049 0.124 -2.415
H -1.454 -0.358 -2.145
H 0.221 -2.380 -1.615
H 0.786 1.742 -0.913
H -1.881 -2.196 -0.321
H 0.882 3.223 0.945
H -0.029 2.074 1.986
H -0.784 3.177 0.832
H -0.009 -1.860 1.680
*
```

---

[3]
Molecular formula: C17H12Cl2N3O2S2Ti
Method: DFT, the ωB97M-V functional and the def2-TZVPD basis

Results
E_LUMO (alpha / beta): 2.62 / 2.60 eV
HOMO-LUMO gap (alpha / beta): 0.2345 / 0.2739 Eh
HOMO level (alpha / beta): -0.1384 / -0.1785 Eh
ΔE to the lowest compared entry with this formula, charge and spin: 121.6 kJ/mol
F_max: 0.0133 Eh/bohr
calculated total energy: -96224.61943 eV

ORCA input file:
```
! wB97M-V def2-TZVPD RIJCOSX def2/J DEFGRID3
* xyz -1 3
Ti 0.388 -0.261 -0.017
O -0.829 -1.624 3.692
C -0.413 -0.979 2.744
O -0.269 -1.367 1.533
C 0.001 0.470 2.981
C -0.104 1.032 4.243
C 0.299 2.343 4.424
C 0.794 3.045 3.336
C 0.865 2.412 2.107
N 0.471 1.149 1.930
H -0.495 0.414 5.039
H 0.232 2.811 5.399
H 1.127 4.070 3.425
H 1.246 2.915 1.226
Cl 1.883 -0.378 -3.491
C 2.427 1.261 -3.612
C 2.989 1.654 -4.817
C 3.452 2.946 -4.983
C 3.348 3.840 -3.929
C 2.783 3.427 -2.735
Cl 2.699 4.627 -1.471
C 2.293 2.124 -2.518
S 1.607 1.693 -0.976
H 3.058 0.929 -5.616
H 3.891 3.254 -5.923
H 3.699 4.858 -4.019
C -3.146 -5.564 0.473
C -2.912 -4.105 0.209
C -3.766 -3.125 0.681
C -3.437 -1.818 0.352
N -2.378 -1.494 -0.362
C -1.580 -2.518 -0.763
S -0.119 -2.076 -1.607
N -1.828 -3.804 -0.504
H -4.047 -5.726 1.065
H -2.289 -5.981 1.003
H -3.236 -6.101 -0.472
H -4.637 -3.361 1.276
H -4.066 -0.995 0.682
*
```

---

[4]
Molecular formula: C6H6Cl2N2O2
Method: DFT, the ωB97M-V functional and the def2-TZVPD basis

Results
E_LUMO (alpha / beta): -0.64 / -3.63 eV
HOMO-LUMO gap (alpha / beta): 0.2367 / 0.2272 Eh
HOMO level (alpha / beta): -0.2601 / -0.3608 Eh
ΔE to the lowest compared entry with this formula, charge and spin: 117.0 kJ/mol
F_max: 0.0675 Eh/bohr
calculated total energy: -38430.69147 eV

ORCA input file:
```
! wB97M-V def2-TZVPD RIJCOSX def2/J DEFGRID3
* xyz 0 3
C -0.896 -1.299 -0.394
C -0.557 -1.138 -1.681
C 1.445 0.080 -1.465
C 1.061 0.774 -0.188
C -0.113 -0.790 0.759
C -0.866 -0.034 1.823
N 0.718 -0.729 -2.041
N 0.155 1.917 -0.185
O 0.130 2.514 0.889
O -0.670 2.075 -1.096
Cl 3.111 0.210 -1.946
Cl 1.007 -2.096 1.237
H -1.973 -1.410 -0.042
H -1.176 -1.250 -2.564
H 1.775 0.722 0.660
H -1.817 -0.599 1.908
H -1.061 1.052 1.618
H -0.273 -0.001 2.708
*
```

---

[5]
Molecular formula: C2HNO
Method: DFT, the ωB97M-V functional and the def2-TZVPD basis

Results
E_LUMO: -0.56 eV
HOMO-LUMO gap: 0.4184 Eh
HOMO level: -0.4391 Eh
SMILES: N#CC=O
ΔE to the lowest compared entry with this formula, charge and spin: 73.5 kJ/mol
F_max: 0.0957 Eh/bohr
calculated total energy: -5625.81827 eV

ORCA input file:
```
! wB97M-V def2-TZVPD RIJCOSX def2/J DEFGRID3
* xyz 0 1
C 1.649 0.836 0.395
C 0.335 -0.204 0.617
N 2.602 1.451 0.289
O 0.288 -0.893 1.574
H -0.333 -0.156 -0.151
*
```

---

[6]
Molecular formula: C4H6N2
Method: DFT, the ωB97M-V functional and the def2-TZVPD basis

Results
E_LUMO: 0.98 eV
HOMO-LUMO gap: 0.3581 Eh
HOMO level: -0.3221 Eh
SMILES: Cc1c[nH]cn1
ΔE to the lowest compared entry with this formula, charge and spin: 138.0 kJ/mol
F_max: 0.0457 Eh/bohr
calculated total energy: -7224.16109 eV

ORCA input file:
```
! wB97M-V def2-TZVPD RIJCOSX def2/J DEFGRID3
* xyz 0 1
C 1.042 1.541 -0.697
C 0.223 0.229 -0.437
C 0.353 -1.164 -0.399
N -0.731 -1.646 0.580
C -1.367 -0.500 0.862
N -0.909 0.563 0.280
H 1.966 1.493 -1.286
H 1.315 1.952 0.296
H 0.399 2.326 -1.129
H 0.853 -1.968 -0.926
H -0.990 -2.406 1.261
H -2.154 -0.421 1.594
*
```

---

[7]
Molecular formula: C21H30CrNO2P2
Method: DFT, the ωB97M-V functional and the def2-TZVPD basis

Results
E_LUMO (alpha / beta): -2.82 / -3.03 eV
HOMO-LUMO gap (alpha / beta): 0.2624 / 0.2628 Eh
HOMO level (alpha / beta): -0.3661 / -0.3741 Eh
F_max: 0.0482 Eh/bohr
calculated total energy: -74842.33383 eV

ORCA input file:
```
! wB97M-V def2-TZVPD RIJCOSX def2/J DEFGRID3
* xyz 1 5
Cr -0.100 0.076 0.076
P -2.313 -0.182 -0.399
C -2.323 0.189 -2.238
C -0.944 0.635 -2.703
N 0.148 0.470 -1.919
C 1.400 0.796 -2.320
C 1.589 1.351 -3.590
C 0.472 1.599 -4.391
C -0.795 1.218 -3.950
C 2.519 0.381 -1.339
P 2.035 -1.084 -0.286
H -1.707 1.351 -4.550
H 2.590 1.602 -3.911
H 0.565 2.149 -5.328
H 3.380 0.028 -1.903
H 2.968 1.228 -0.788
H -2.782 -0.484 -2.986
H -2.982 1.079 -2.173
H -1.584 -3.403 -3.287
O -2.196 -3.616 -4.041
H -1.709 -3.114 -4.743
H 0.610 -3.764 -0.866
O -0.389 -3.779 -0.760
H -0.531 -4.743 -0.793
C 2.800 -2.384 -1.321
H 3.755 -2.020 -1.750
H 3.021 -3.251 -0.679
H 2.136 -2.737 -2.121
C 3.150 -1.128 1.169
H 2.931 -2.054 1.725
H 4.222 -1.156 0.926
H 3.003 -0.340 1.924
C -3.409 1.139 0.274
H -4.411 1.205 -0.197
H -3.477 0.901 1.345
H -2.907 2.116 0.187
C -3.235 -1.720 -0.192
H -3.470 -1.805 0.877
H -4.158 -1.724 -0.792
H -2.607 -2.578 -0.463
C 1.836 3.491 3.678
C 1.941 3.158 2.317
C 1.137 2.155 1.794
C 0.265 1.414 2.640
C -0.457 0.301 2.084
C -1.242 -0.487 2.915
C -1.441 -0.116 4.271
C -0.760 0.963 4.809
C 0.140 1.752 4.039
C 0.949 2.820 4.507
H 2.462 4.281 4.062
H 2.631 3.680 1.663
H 1.156 1.926 0.690
H -1.711 -1.394 2.521
H -2.130 -0.702 4.882
H -0.903 1.222 5.851
H 0.862 3.090 5.556
*
```

---

[8]
Molecular formula: C5H4N2
Method: DFT, the ωB97M-V functional and the def2-TZVPD basis

Results
E_LUMO (alpha / beta): 0.35 / -3.01 eV
HOMO-LUMO gap (alpha / beta): 0.2500 / 0.2392 Eh
HOMO level (alpha / beta): -0.2370 / -0.3497 Eh
ΔE to the lowest compared entry with this formula, charge and spin: 120.6 kJ/mol
F_max: 0.1622 Eh/bohr
calculated total energy: -8221.86211 eV

ORCA input file:
```
! wB97M-V def2-TZVPD RIJCOSX def2/J DEFGRID3
* xyz 0 3
C 0.410 1.479 1.329
C 0.067 -0.966 -1.434
C 0.756 0.052 -0.719
C -1.110 -1.363 -0.918
C 0.108 0.559 0.353
N 0.812 2.268 2.087
N -1.044 -0.271 0.615
H 0.570 -1.448 -2.286
H 1.657 0.635 -1.222
H -1.551 0.276 1.319
H -0.675 -1.222 0.878
*
```